H16O8 | ωB97M-V/def2-TZVPD

XYZ file:
```
24
Properties=species:S:1:pos:R:3:forces:R:3:lowdin_charge:R:1
O -0.8518 1.2157 3.1763 0.038 -0.048 -0.101 -0.07
H -0.7454 1.3280 2.2204 0.046 0.149 0.102 0.00
H 0.0031 0.8860 3.4751 -0.054 -0.123 -0.023 0.00
O -0.3152 1.6340 -2.6283 0.082 0.348 0.017 -0.05
H -0.9125 2.1243 -2.0495 -0.018 -0.140 0.002 0.06
H 0.4719 2.1924 -2.6837 -0.128 0.038 -0.006 0.07
O 0.2218 2.8779 0.7341 0.044 0.326 -0.210 -0.06
H 1.0766 3.0378 1.1463 -0.051 -0.003 0.020 0.05
H 0.4103 2.2835 -0.0020 -0.016 -0.364 0.331 0.00
O -1.6661 -1.3992 -2.2220 -0.034 -0.056 -0.090 -0.05
H -2.3317 -2.0808 -2.0860 0.009 0.039 -0.025 0.04
H -2.0919 -0.7503 -2.7931 0.063 0.019 0.049 0.04
O 1.7271 -0.2262 -3.3883 -0.054 0.133 -0.066 -0.06
H 0.9410 0.3335 -3.3094 0.051 -0.378 0.035 -0.02
H 1.4398 -0.9867 -3.9017 -0.011 0.017 0.031 0.04
O -0.0572 0.1446 -0.0230 0.114 -0.016 -0.123 -0.07
H -0.1164 -0.1069 -0.9529 -0.041 -0.082 0.075 0.00
H -0.1322 -0.6839 0.4740 -0.038 0.192 -0.037 0.00
O 1.4659 -0.9936 3.5380 -0.016 -0.163 -0.011 -0.04
H 2.0031 -1.5971 4.0614 0.019 0.085 -0.011 0.04
H 1.3918 -1.4071 2.6701 0.039 0.166 -0.035 0.02
O -0.5059 -2.2550 1.4362 0.064 -0.267 0.023 -0.04
H -1.0896 -2.7865 0.8850 0.040 0.021 0.024 0.06
H -0.3364 -2.7843 2.2230 -0.148 0.107 0.031 0.05
```
Positions in Å, forces in eV/Å.

Results
LUMO energy in eV: 0.1
E in eV: -16639.8707
Strongest force on any atom in Eh/bohr: 0.0096
ΔE to the lowest compared entry with this formula, charge and spin in kcal/mol: 49.3

C4H10F2N | ωB97M-V/def2-TZVPD

XYZ file:
```
17
Properties=species:S:1:pos:R:3:forces:R:3:lowdin_charge:R:1
C 0.1756 0.1304 1.4042 0.324 0.225 2.954 0.03
C -0.9213 1.1049 -0.5527 0.207 4.431 -1.086 0.02
C -0.7280 -1.2648 -0.3395 -0.505 -2.476 -2.605 0.03
C 1.1807 0.2016 -0.7124 6.408 -1.581 3.116 -0.05
N -0.0095 0.0323 -0.0745 -3.149 -1.278 1.255 -0.31
F 1.9624 1.1351 -0.2492 -1.200 -0.187 -0.463 0.19
F 2.3573 -1.3248 0.1214 -2.790 2.656 -1.681 -0.27
H 0.2544 -0.8311 1.9307 0.148 -0.135 -1.080 0.13
H 1.0989 0.6532 1.6881 -0.521 0.056 -0.442 0.13
H -0.6909 0.5975 1.9037 0.341 0.124 -0.787 0.13
H -1.3533 1.1078 -1.5834 0.202 -1.498 0.904 0.14
H -1.6518 1.2988 0.2406 0.071 -0.179 -0.567 0.12
H -0.3060 2.0686 -0.7155 -0.717 -1.241 1.059 0.15
H -0.0098 -2.1057 -0.4479 -0.112 0.751 0.647 0.13
H -1.4853 -1.5085 0.4151 0.524 0.612 0.101 0.13
H -1.2809 -1.2837 -1.3442 0.899 0.683 1.367 0.14
H 1.4075 -0.0116 -1.6844 -0.130 -0.961 -2.693 0.16
```
Positions in Å, forces in eV/Å.

Results
LUMO energy in eV: -6.0
E in eV: -11223.8045
Net charge: +1
Strongest force on any atom in Eh/bohr: 0.1419
ΔE to the lowest compared entry with this formula, charge and spin in kcal/mol: 71.3

Q: Look up the LUMO energy of the second one.
A: -6.0 eV

Repeat the second record exactly.
C4H10F2N | ωB97M-V/def2-TZVPD

XYZ file:
```
17
Properties=species:S:1:pos:R:3:forces:R:3:lowdin_charge:R:1
C 0.1756 0.1304 1.4042 0.324 0.225 2.954 0.03
C -0.9213 1.1049 -0.5527 0.207 4.431 -1.086 0.02
C -0.7280 -1.2648 -0.3395 -0.505 -2.476 -2.605 0.03
C 1.1807 0.2016 -0.7124 6.408 -1.581 3.116 -0.05
N -0.0095 0.0323 -0.0745 -3.149 -1.278 1.255 -0.31
F 1.9624 1.1351 -0.2492 -1.200 -0.187 -0.463 0.19
F 2.3573 -1.3248 0.1214 -2.790 2.656 -1.681 -0.27
H 0.2544 -0.8311 1.9307 0.148 -0.135 -1.080 0.13
H 1.0989 0.6532 1.6881 -0.521 0.056 -0.442 0.13
H -0.6909 0.5975 1.9037 0.341 0.124 -0.787 0.13
H -1.3533 1.1078 -1.5834 0.202 -1.498 0.904 0.14
H -1.6518 1.2988 0.2406 0.071 -0.179 -0.567 0.12
H -0.3060 2.0686 -0.7155 -0.717 -1.241 1.059 0.15
H -0.0098 -2.1057 -0.4479 -0.112 0.751 0.647 0.13
H -1.4853 -1.5085 0.4151 0.524 0.612 0.101 0.13
H -1.2809 -1.2837 -1.3442 0.899 0.683 1.367 0.14
H 1.4075 -0.0116 -1.6844 -0.130 -0.961 -2.693 0.16
```
Positions in Å, forces in eV/Å.

Results
LUMO energy in eV: -6.0
E in eV: -11223.8045
Net charge: +1
Strongest force on any atom in Eh/bohr: 0.1419
ΔE to the lowest compared entry with this formula, charge and spin in kcal/mol: 71.3

Q: What is the LUMO energy in the first record?
A: 0.1 eV